1.
{
  "formula": "C8H20N3S",
  "method": "ωB97M-V/def2-TZVPD",
  "charge": 1,
  "e_tot_ev": -23914.20355,
  "relative_energy_kcal_mol": 95.95,
  "homo_lumo_gap_ha": 0.26813,
  "elements": ["C", "C", "C", "C", "C", "C", "C", "C", "N", "N", "N", "S", "H", "H", "H", "H", "H", "H", "H", "H", "H", "H", "H", "H", "H", "H", "H", "H", "H", "H", "H", "H"],
  "positions_angstrom": [[0.44548, 1.27518, -0.16496], [-0.38312, 1.12815, 1.19479], [1.11352, -1.12372, -0.50032], [-2.06475, 0.05811, -0.25853], [2.13842, -2.20249, 0.03554], [2.21569, 0.61033, -1.59749], [-2.63925, 1.98556, 1.14652], [-1.33682, -2.04733, 0.61344], [1.47588, 0.22568, -0.41430], [-1.83023, 0.82242, 0.93326], [-2.02581, -1.28048, -0.23389], [-3.06674, 0.85572, -1.51872], [-0.33941, 1.14438, -1.01332], [0.85191, 2.31134, -0.30256], [0.23814, 0.48456, 1.87677], [-0.40550, 2.04045, 1.71725], [0.76778, -1.43942, -1.50849], [1.55843, -2.97138, 0.40013], [2.94369, -1.88443, 0.72636], [2.77529, -2.60521, -0.74231], [1.58499, 0.62877, -2.51219], [2.50040, 1.58884, -1.40581], [3.12129, -0.10518, -1.89953], [-2.64230, 2.13516, 2.17085], [-2.12856, 2.83617, 0.62592], [-3.64028, 1.90477, 0.92163], [-1.25808, -1.59482, 1.64643], [-1.13980, -3.07651, 0.32717], [0.17412, -1.40359, 0.04162], [-2.35766, -1.71689, -1.09978], [2.14117, 0.06337, 0.30948], [-3.94426, 0.08106, -1.93365]]
}

***

2.
{
  "formula": "C8H20NSi",
  "method": "ωB97M-V/def2-TZVPD",
  "charge": 1,
  "e_tot_ev": -17977.25306,
  "relative_energy_kcal_mol": 82.79,
  "homo_lumo_gap_ha": 0.29816,
  "elements": ["C", "C", "C", "C", "C", "C", "C", "C", "N", "Si", "H", "H", "H", "H", "H", "H", "H", "H", "H", "H", "H", "H", "H", "H", "H", "H", "H", "H", "H", "H"],
  "positions_angstrom": [[1.66226, -2.81199, -0.19117], [1.89822, -1.82673, 0.64841], [3.25579, 1.95728, 0.42407], [-3.26226, 1.24947, 0.16515], [-2.84972, -1.19704, -0.66937], [1.01846, 0.09347, -1.74477], [2.14549, 1.27136, 1.22835], [-1.40270, -0.39355, 1.01007], [-2.36328, 0.08868, -0.19069], [1.46957, -0.12191, 0.11908], [1.69888, -3.78430, 0.14036], [1.27447, -2.65980, -1.14844], [2.33090, -1.94612, 1.59519], [4.06613, 1.22495, 0.09200], [2.83262, 2.55666, -0.51433], [3.73182, 2.71238, 1.04604], [-2.95013, 2.21077, -0.33283], [-4.33218, 1.13795, -0.15673], [-3.29926, 1.49760, 1.27340], [-2.00553, -1.93784, -1.10392], [-3.31826, -1.69113, 0.13678], [-3.55153, -1.14059, -1.52643], [1.35944, -0.68647, -2.42948], [0.00458, 0.35308, -1.85234], [1.68072, 0.95601, -2.09724], [1.26759, 1.95827, 1.42565], [2.49486, 1.08429, 2.22802], [-1.28177, 0.50062, 1.72352], [-1.97341, -1.15098, 1.56273], [-1.60177, 0.49562, -0.86109]]
}

***

3.
{
  "formula": "C8H20O4",
  "method": "ωB97M-V/def2-TZVPD",
  "e_tot_ev": -16808.29832,
  "relative_energy_kcal_mol": 28.19,
  "homo_lumo_gap_ha": 0.36781,
  "elements": ["C", "C", "C", "C", "C", "C", "C", "C", "H", "H", "H", "H", "H", "H", "H", "H", "H", "H", "H", "H", "H", "H", "O", "H", "H", "O", "H", "H", "O", "H", "H", "O"],
  "positions_angstrom": [[-0.22605, 1.78122, 1.60160], [0.85119, 0.91618, 0.96545], [0.28418, 0.11363, -0.19189], [-0.50217, -0.94686, 0.00329], [0.18485, 1.74313, -2.04110], [0.64912, 0.59218, -1.52595], [1.58936, -0.25952, -2.28419], [1.23701, -1.40678, -2.85327], [-0.76820, 2.39488, 0.90592], [-0.98964, 1.19259, 2.19349], [0.22062, 2.51902, 2.35304], [1.66737, 1.56243, 0.59951], [1.31519, 0.24555, 1.72091], [-0.74579, -1.33536, 0.96320], [-0.91401, -1.52071, -0.79806], [0.45361, 2.08472, -3.04638], [-0.49304, 2.45353, -1.48931], [2.58636, 0.15227, -2.35402], [0.27299, -1.83346, -2.90095], [1.91918, -2.02439, -3.44787], [3.03294, -1.67118, 0.88243], [1.78023, -2.05080, 0.09798], [2.25781, -2.20904, 0.88416], [-4.15230, -0.34064, 1.09733], [-2.64880, -0.29550, 1.45835], [-3.39812, 0.23358, 1.23390], [0.14986, -1.45067, 2.95753], [1.48471, -2.05025, 2.47181], [0.99934, -1.75927, 3.26745], [-3.05753, 1.37566, -0.09548], [-2.37954, 1.09954, -1.39704], [-2.78049, 1.78656, -0.92080]]
}

***

4.
{
  "formula": "C8H21AlBClN3O6P2",
  "method": "ωB97M-V/def2-TZVPD",
  "charge": -1,
  "e_tot_ev": -63771.98611,
  "homo_lumo_gap_ha": 0.25197,
  "elements": ["C", "C", "O", "C", "O", "C", "C", "C", "C", "N", "O", "Al", "P", "N", "O", "C", "B", "N", "O", "P", "O", "Cl", "H", "H", "H", "H", "H", "H", "H", "H", "H", "H", "H", "H", "H", "H", "H", "H", "H", "H", "H", "H", "H"],
  "positions_angstrom": [[-1.82589, -0.05937, 3.14222], [-1.75654, -1.36619, 3.90468], [-0.57379, -2.14201, 3.66702], [-0.05312, -2.04597, 2.39347], [-0.71808, -2.31688, 1.41725], [1.39287, -1.62587, 2.40774], [1.84149, -0.68806, 1.28621], [1.63758, -1.17512, -0.16470], [0.63258, -0.38826, -1.01885], [-0.49994, 0.21388, -0.32391], [0.08028, -1.34322, -1.89549], [-0.73194, -0.44209, -3.21044], [-3.01926, 0.18748, -2.91009], [-3.41890, 1.09954, -1.63592], [0.50960, 0.84411, -3.14893], [1.17809, 0.79986, -1.90092], [0.91143, 2.20681, -1.17681], [0.32077, 3.36894, -1.83807], [1.28340, 2.34907, 0.14346], [2.95038, 0.91571, -2.43616], [3.73984, 0.84954, -0.98448], [3.23059, -0.96062, -3.32649], [-2.12185, -0.23170, 2.11128], [-2.62559, 0.53216, 3.58148], [-0.89600, 0.49661, 3.18889], [-1.73968, -1.15198, 4.97032], [-2.63112, -1.98312, 3.71454], [2.03796, -2.50082, 2.43943], [1.54922, -1.10993, 3.35222], [1.43345, 0.30723, 1.44775], [2.91622, -0.57625, 1.44074], [1.26557, -2.19277, -0.15024], [2.60419, -1.22568, -0.64976], [-0.28735, 0.65627, 0.55546], [-1.26001, -0.44030, -0.23603], [-0.71294, -1.27388, -4.58343], [-3.48817, 0.80988, -4.09720], [-3.74298, -1.04665, -2.86254], [-3.89835, 1.93649, -1.93670], [-0.65889, 3.15368, -1.99032], [0.74698, 3.46683, -2.75089], [1.29258, 3.29027, 0.32936], [3.10536, 0.80240, -0.26516]]
}

***

5.
{
  "formula": "C8H21AsN3OS4V",
  "method": "ωB97M-V/def2-TZVPD",
  "multiplicity": 3,
  "e_tot_ev": -145024.43634,
  "relative_energy_kcal_mol": 2.67,
  "homo_lumo_gap_ha": [0.24243, 0.25164],
  "elements": ["V", "C", "C", "N", "C", "C", "N", "C", "C", "N", "H", "H", "H", "H", "H", "H", "H", "H", "H", "H", "H", "H", "H", "H", "H", "S", "As", "S", "S", "S", "C", "C", "O", "H", "H", "H", "H", "H", "H"],
  "positions_angstrom": [[0.22540, -0.00095, -0.29013], [-1.28555, -2.02194, 1.31177], [-0.39605, -2.70983, 0.26759], [-0.32283, -1.86082, -0.92849], [-1.53158, -1.92785, -1.77501], [-1.95073, -0.51766, -2.18732], [-1.80243, 0.38066, -1.03019], [-2.84622, 0.27968, 0.00035], [-2.17648, 0.30777, 1.37642], [-0.99682, -0.56720, 1.33618], [-2.33630, -2.16150, 1.05597], [-1.12777, -2.47104, 2.29287], [0.61385, -2.82145, 0.65605], [-0.78816, -3.70572, 0.03986], [0.50991, -2.15778, -1.50597], [-1.33598, -2.52193, -2.66926], [-2.33618, -2.42006, -1.22361], [-1.27102, -0.16230, -2.95863], [-2.96960, -0.52266, -2.58798], [-1.69884, 1.33820, -1.35057], [-3.57291, 1.09036, -0.06917], [-3.39141, -0.65417, -0.13780], [-1.82174, 1.31985, 1.57666], [-2.88409, 0.02912, 2.16355], [-0.38433, -0.35063, 2.11800], [4.51817, 0.61845, -1.85375], [2.67240, -0.27148, -1.56852], [1.00668, 1.12325, -2.08853], [2.21613, -0.53032, 0.63144], [2.34188, -2.13375, -2.52584], [0.64657, 3.18627, 3.14133], [0.49711, 3.34004, 1.63653], [0.63489, 2.08741, 0.96039], [0.56577, 4.15585, 3.63423], [1.62267, 2.76095, 3.38084], [-0.12660, 2.52658, 3.53974], [1.23608, 4.04600, 1.25202], [-0.49340, 3.71955, 1.38257], [1.54431, 1.75502, 1.06894]]
}

***

6.
{
  "formula": "C8H21BNO4S2",
  "method": "ωB97M-V/def2-TZVPD",
  "charge": 1,
  "e_tot_ev": -40659.28661,
  "homo_lumo_gap_ha": 0.37380,
  "elements": ["N", "C", "C", "C", "S", "C", "B", "O", "O", "H", "H", "H", "H", "H", "H", "H", "H", "H", "H", "H", "H", "H", "C", "C", "C", "S", "O", "O", "C", "H", "H", "H", "H", "H", "H", "H", "H"],
  "positions_angstrom": [[2.64738, 1.19359, 2.68852], [1.45333, 1.08778, 1.81041], [0.90072, 2.46438, 1.50290], [0.00426, 3.07058, 2.58115], [-1.75283, 2.66234, 2.42651], [-1.95340, 0.88528, 2.62856], [-1.78312, 0.09886, 1.24066], [-1.35005, -1.18413, 1.26094], [-2.04509, 0.71507, 0.07805], [2.36060, 0.97544, 3.63701], [3.27201, 0.43487, 2.43801], [0.72394, 0.42418, 2.26960], [1.76803, 0.64923, 0.87271], [0.35213, 2.43515, 0.56539], [1.74625, 3.12616, 1.35688], [-0.00339, 4.14711, 2.45234], [0.32480, 2.88367, 3.59906], [-1.93393, 2.84231, 1.10244], [-2.95561, 0.72055, 3.00701], [-1.23829, 0.56793, 3.37274], [-1.09075, -1.46213, 2.15729], [-1.27721, 0.61162, -0.52814], [-0.47893, -2.89545, -3.50825], [0.43707, -3.10614, -2.29468], [1.31555, -1.85450, -2.16130], [0.36062, -0.50501, -2.86221], [1.03301, -0.00850, -4.02800], [-0.03886, 0.41012, -1.80560], [-1.04509, -1.48587, -3.36466], [-1.27312, -3.63766, -3.54968], [0.10067, -2.97118, -4.42991], [-0.17124, -3.22783, -1.39618], [1.04821, -4.00015, -2.39985], [1.55096, -1.62032, -1.12601], [2.23351, -1.93576, -2.73935], [-1.45374, -1.07765, -4.28576], [-1.78843, -1.43397, -2.56857]]
}

***

7.
{
  "formula": "C8H21BrInMgN4O",
  "method": "ωB97M-V/def2-TZVPD",
  "charge": 1,
  "e_tot_ev": -97296.91323,
  "homo_lumo_gap_ha": 0.16661,
  "elements": ["N", "C", "N", "N", "C", "C", "C", "C", "In", "Br", "C", "C", "O", "C", "N", "H", "H", "H", "H", "H", "H", "H", "H", "H", "H", "H", "H", "H", "H", "H", "H", "H", "H", "H", "H", "H", "Mg"],
  "positions_angstrom": [[-3.21621, 2.78488, 0.77671], [-2.59348, 2.12353, 1.65642], [-3.10720, 1.75181, 2.95565], [-1.29742, 1.67966, 1.35383], [-0.60168, 0.82465, 2.32406], [0.58459, 0.13823, 1.61225], [0.39845, -1.38621, 1.53356], [1.05749, -2.08990, 0.31905], [2.58460, -0.94267, -0.73956], [4.72422, -2.59196, -0.83038], [2.10808, -0.32200, -2.75837], [0.66676, 0.12674, -2.88387], [0.43745, 1.15861, -1.92560], [-0.40316, -0.98947, -2.82468], [-1.35575, -0.79413, -1.72950], [-4.13342, 3.05810, 1.11630], [-3.84563, 1.07021, 2.81846], [-3.53623, 2.57842, 3.35391], [-0.71017, 2.47492, 1.14021], [-1.30763, 0.09467, 2.70502], [-0.26572, 1.40974, 3.18411], [0.63448, 0.58878, 0.61906], [1.47244, 0.33787, 2.21472], [0.81411, -1.82464, 2.44368], [-0.66222, -1.63520, 1.52628], [1.53431, -3.00446, 0.68440], [0.29243, -2.43530, -0.36908], [3.28746, 0.43206, 0.20901], [2.73209, 0.54607, -2.96507], [2.34074, -1.08309, -3.50104], [0.58296, 0.57776, -3.87757], [-0.16444, 1.80168, -2.30762], [-0.98591, -0.95041, -3.74515], [0.09521, -1.96830, -2.83203], [-0.87693, -0.49505, -0.88749], [-1.75744, -1.69452, -1.49145], [4.47277, -1.35106, 1.12176]]
}

***

8.
{
  "formula": "C8H21MgN4O3",
  "method": "ωB97M-V/def2-TZVPD",
  "charge": 1,
  "e_tot_ev": -26182.18462,
  "homo_lumo_gap_ha": 0.31436,
  "elements": ["Mg", "N", "C", "O", "C", "C", "H", "H", "H", "H", "H", "H", "N", "C", "C", "C", "O", "O", "H", "H", "H", "H", "H", "H", "N", "C", "C", "N", "H", "H", "H", "H", "H", "H", "H", "H", "H"],
  "positions_angstrom": [[-0.24523, -0.62525, 0.01671], [-1.41941, -4.37112, 1.01093], [-0.82230, -3.18504, 0.86514], [-0.97053, -2.53456, -0.17574], [0.00578, -2.68982, 2.02378], [0.73143, -1.38933, 1.70387], [-2.00592, -4.73356, 0.27549], [-1.32908, -4.91624, 1.85134], [0.70182, -3.48961, 2.30364], [-0.68212, -2.55254, 2.86533], [1.76418, -1.61165, 1.43213], [0.77383, -0.74996, 2.58103], [1.98146, 1.64764, 1.36199], [2.27295, 2.78858, 0.51114], [1.03192, 3.17224, -0.32057], [0.63550, 2.08715, -1.28312], [0.57337, 2.45316, -2.52276], [0.36657, 0.93929, -0.93329], [1.47374, 1.94480, 2.18694], [2.83311, 1.19618, 1.67107], [3.09031, 2.52301, -0.16204], [2.57905, 3.68394, 1.06934], [1.22160, 4.08799, -0.87791], [0.19385, 3.32620, 0.36301], [-0.50904, 0.56278, -4.27607], [-1.82957, 0.10517, -3.80924], [-1.70172, -0.79228, -2.56412], [-2.12715, -0.16749, -1.29914], [-0.60552, 1.06548, -5.15431], [0.09380, -0.23616, -4.45650], [0.18646, 1.71115, -3.14704], [-2.36077, -0.42928, -4.60510], [-2.41423, 0.99961, -3.57179], [-0.65079, -1.08276, -2.45906], [-2.27352, -1.71018, -2.70013], [-3.07339, -0.45237, -1.07559], [-2.12930, 0.84246, -1.39825]]
}